Below is 12 unconnected molecules or ions with the total composition C70H150N8O19, with properties calculated with ωB97M-V/def2-TZVPD.

Element x y z (Å)
C 8.07491 -3.72387 5.16594
O 6.90782 -3.38850 4.42845
C 6.00720 -2.41619 4.87561
C 6.61823 -1.00180 4.73316
N 7.40556 -0.86049 3.50011
H 7.72514 -1.78018 3.29250
H 6.76232 -0.56662 2.66412
C 8.57341 -0.01130 3.56624
C 9.33986 -0.08702 2.24780
O 9.34066 -1.36752 1.67137
C 10.60208 -1.78777 1.14432
H 8.74052 -2.83095 5.19041
H 8.37090 -4.62400 4.65825
H 7.86149 -4.02694 6.20641
H 5.74033 -2.54676 5.92299
H 5.13746 -2.37312 4.24497
H 7.23086 -0.85672 5.60314
H 5.79564 -0.24620 4.87862
H 9.18528 -0.34490 4.33923
H 8.20560 0.99928 3.66198
H 10.37287 0.07199 2.52779
H 9.04642 0.68051 1.53085
H 10.35983 -2.53765 0.39114
H 11.19332 -2.34874 1.87219
H 11.18259 -0.93229 0.78456
C 1.85510 -1.53188 -0.80660
O 1.99486 -0.24344 -1.34696
C 1.57248 0.83826 -0.57218
C 0.05672 0.84333 -0.21446
N -0.97931 0.71260 -1.27546
H -0.68488 1.16150 -2.14296
H -1.16093 -0.23374 -1.57391
C -2.35124 1.30183 -0.93798
C -3.66157 0.69472 -1.40021
O -3.90719 1.05713 -2.74141
C -5.12648 0.71409 -3.25276
H 2.43020 -1.64407 0.16905
H 2.14838 -2.12863 -1.68074
H 0.77887 -1.51174 -0.57934
H 1.86486 1.74110 -1.19573
H 2.01785 1.06224 0.38877
H -0.11309 1.74343 0.35455
H -0.12576 -0.01577 0.40659
H -2.30531 2.39816 -1.19449
H -2.41005 1.29956 0.16366
H -4.48723 1.14758 -0.76934
H -3.69198 -0.39589 -1.22003
H -5.88017 1.40010 -2.89737
H -5.42351 -0.33200 -3.01401
H -5.06469 0.79747 -4.29391
C -7.89613 -1.73741 -0.56632
C -7.00008 -1.48808 0.57009
C -6.71574 0.01303 0.82364
C -7.70354 0.65854 1.71375
N -7.28451 1.99944 2.10950
C -6.00340 1.97354 3.01170
C -6.16585 3.29283 3.86657
C -7.61328 3.72076 3.73114
C -8.31530 2.57317 3.02827
C -7.11879 2.98364 0.93615
H -7.37768 -1.46172 -1.43490
H -8.82808 -1.22587 -0.52315
H -8.00176 -2.80304 -0.80890
H -6.14262 -2.04442 0.48221
H -7.46310 -1.88639 1.51527
H -6.58463 0.56604 -0.09078
H -5.71385 0.01077 1.28463
H -7.95797 0.14339 2.62198
H -8.56195 0.82477 1.15231
H -5.05229 2.02418 2.39109
H -6.07340 1.12058 3.61607
H -5.45603 3.96032 3.40930
H -5.78526 2.99699 4.91710
H -7.69470 4.62427 3.15598
H -8.00565 3.85692 4.74194
H -9.20950 2.89623 2.45454
H -8.52812 1.72582 3.65233
H -6.80123 3.99958 1.29806
H -8.05674 2.96669 0.38342
H -6.25190 2.76531 0.35176
C -5.34043 6.50888 -0.69203
C -4.42123 7.66431 -1.11989
C -3.04741 7.11481 -1.67045
C -3.14857 5.98399 -2.72196
N -1.87350 5.86653 -3.52327
C -2.07296 4.91442 -4.63046
C -1.04939 5.25287 -5.70358
C -0.59362 6.73719 -5.35126
C -1.54949 7.17852 -4.27269
C -0.65956 5.39773 -2.72690
H -5.88384 6.67867 0.27751
H -4.73453 5.67813 -0.52460
H -6.07874 6.31794 -1.51765
H -4.19315 8.27165 -0.26288
H -5.00724 8.23956 -1.87070
H -2.38389 6.66711 -0.93528
H -2.51866 7.96451 -2.17508
H -3.87309 6.13864 -3.46546
H -3.34396 5.04832 -2.15385
H -1.94460 3.88845 -4.36526
H -3.01710 5.21283 -5.02820
H -0.17762 4.57372 -5.75027
H -1.62235 5.20635 -6.64278
H 0.38925 6.69796 -4.85960
H -0.57995 7.32356 -6.25639
H -1.22802 7.91594 -3.57343
H -2.48999 7.57539 -4.73448
H -0.92665 4.46778 -2.21646
H -0.39802 6.11838 -1.96741
H 0.22986 5.30200 -3.32853
C 2.27878 0.76123 8.29895
C 2.61390 0.10116 6.95059
C 2.23588 0.92515 5.68456
C 0.71977 0.72803 5.51608
N 0.10609 1.22268 4.29817
C -1.29919 0.67304 4.15159
C -1.03767 -0.83060 3.67342
C 0.36004 -0.78075 3.05591
C 0.67609 0.71346 2.96023
C 0.23002 2.72234 4.35442
H 2.24842 0.03328 9.12966
H 1.25691 1.14797 8.28201
H 2.97287 1.59684 8.57656
H 2.11180 -0.76684 6.70438
H 3.66007 -0.10162 6.92853
H 2.78784 0.39295 4.89814
H 2.53758 1.95986 5.67071
H 0.21083 1.23045 6.39407
H 0.62396 -0.37672 5.56634
H -1.75939 1.33639 3.29108
H -1.83522 0.81101 5.07782
H -1.80191 -1.23922 3.02634
H -1.19603 -1.48826 4.54516
H 0.36393 -1.05722 1.99811
H 1.09777 -1.17393 3.74265
H 0.01373 1.23569 2.20427
H 1.75326 1.00920 2.93346
H -0.31022 3.04051 5.20628
H -0.19629 3.18635 3.47346
H 1.28484 2.99398 4.49404
C 7.50290 0.95428 -2.07263
C 6.09484 0.70129 -1.67011
C 5.56243 1.97527 -0.94712
C 5.35028 3.18651 -1.88083
C 4.26613 2.88941 -2.94037
C 4.63352 1.65827 -3.82629
N 5.10768 0.51840 -2.86298
O 4.58482 -0.56153 -2.94359
C 5.84152 1.91283 -4.74480
C 3.54287 1.08444 -4.64237
C 5.95776 -0.59010 -0.88813
H 7.60971 1.84826 -2.73513
H 7.85878 0.11433 -2.68882
H 8.19097 1.19674 -1.29735
H 6.26134 2.07259 -0.12178
H 4.55736 1.80609 -0.53642
H 6.31179 3.46042 -2.26439
H 4.94637 3.96974 -1.27310
H 4.05538 3.80011 -3.57264
H 3.23223 2.70301 -2.46650
H 6.65649 2.34863 -4.18889
H 5.61134 2.46718 -5.69295
H 6.24029 0.94573 -5.09136
H 2.63436 0.83317 -4.02865
H 3.96223 0.22380 -5.27628
H 3.26884 1.94197 -5.33771
H 6.77445 -0.58150 -0.10334
H 6.15395 -1.38588 -1.60247
H 4.99769 -0.73024 -0.34799
C -5.12845 -3.94619 -3.53374
C -3.92351 -4.04919 -4.46930
C -4.27451 -4.40889 -5.88574
C -3.16243 -4.27166 -6.90793
C -2.78394 -2.76475 -6.96117
C -2.35016 -2.20517 -5.61946
N -3.24852 -2.70281 -4.47597
O -3.27901 -1.93688 -3.51023
C -2.37156 -0.63984 -5.53930
C -0.90966 -2.72211 -5.20108
C -2.81272 -4.93872 -3.84526
H -5.50843 -4.95436 -3.39114
H -5.92614 -3.30841 -3.95298
H -4.84547 -3.58107 -2.56092
H -5.09733 -3.80601 -6.31684
H -4.63093 -5.47772 -5.82341
H -3.61126 -4.53008 -7.87299
H -2.31895 -4.93904 -6.71758
H -3.65438 -2.25334 -7.40960
H -2.02867 -2.56382 -7.74402
H -3.16869 -0.26059 -6.19081
H -1.39001 -0.31022 -5.93138
H -2.52089 -0.26449 -4.52342
H -0.75427 -3.53730 -5.88127
H -0.88966 -2.97005 -4.13021
H -0.16751 -1.97774 -5.40743
H -3.35335 -5.88348 -3.80189
H -2.43697 -4.81121 -2.72287
H -1.93217 -4.98062 -4.49314
C -0.61726 -8.01677 2.20313
C 0.87543 -7.76104 2.56517
C 1.69924 -7.74933 1.28459
C 1.32453 -6.60641 0.30022
C 1.63302 -5.31363 1.01904
C 0.84077 -5.03098 2.30456
N 0.85039 -6.36194 3.12160
O 0.73480 -6.32718 4.36311
C -0.57670 -4.53078 2.15078
C 1.63264 -4.10199 3.15297
C 1.48418 -8.78783 3.57891
H -0.98207 -7.20498 1.53359
H -1.23610 -8.18198 3.11967
H -0.55997 -8.96709 1.67525
H 1.52491 -8.68485 0.83729
H 2.78352 -7.63389 1.42827
H 0.30106 -6.54012 -0.00795
H 1.98117 -6.56814 -0.56820
H 1.35118 -4.46813 0.37169
H 2.66450 -5.21410 1.38145
H -1.02934 -5.14985 1.42202
H -0.44021 -3.51929 1.80207
H -1.09411 -4.47779 3.10204
H 2.73056 -4.31589 3.12188
H 1.33313 -4.02011 4.14276
H 1.55860 -3.10679 2.69354
H 2.49404 -8.50736 3.81271
H 1.50497 -9.74924 3.09425
H 0.86387 -8.93429 4.49273
O -2.40835 4.38625 0.66460
C -2.70577 3.26647 1.32656
O -3.88779 2.89085 1.25179
O -1.67263 2.77431 1.95533
H -1.62413 4.73017 1.07625
O 3.63609 1.58220 2.24481
C 4.33463 0.41236 2.24530
O 5.55429 0.41820 2.14213
O 3.59458 -0.61321 2.22415
H 4.16168 2.26536 2.47277
O -2.86612 -3.51985 -0.25061
C -2.22282 -2.29255 -0.20057
O -2.45531 -1.66243 0.87371
O -1.55160 -1.87147 -1.13244
H -3.22132 -3.58063 0.69011
O 0.67585 2.23004 -5.08020
C 0.40171 2.53085 -3.74470
O -0.83413 2.30856 -3.36703
O 1.34550 3.02108 -3.13455
H -0.10706 1.85715 -5.48382

The calculation puts the HOMO-LUMO gap at 5.97 eV. The total charge is +4. The maximum force comes out at 5.17 eV Å⁻¹. The spin multiplicity is 1. The value obtained for the energy is -4623.2475 a.u.